A structure of composition C38H23Cl3F5N5O3PdSSe. Source: the Open Molecules 2025 dataset; level of theory: ωB97M-V/def2-TZVPD.

Results
**E**: -6768.77452 Eh
**HOMO level**: -6.95 eV
**LUMO level**: -1.4 eV
**Spin multiplicity**: 1

Last column: Löwdin charge in e.
Atoms and positions in Å:
Pd  0.16483  -0.33804  0.14903  0.94
O  -4.59716  -4.96745  1.40342  -0.02
C  -3.56552  -5.24050  0.77783  -0.68
O  -3.07538  -6.27655  0.31399  -0.02
C  -2.65666  -3.96115  0.51089  -0.05
C  -3.05562  -2.72407  0.99561  0.08
C  -2.24215  -1.62668  0.77326  -0.17
N  -1.09716  -1.78235  0.08608  -0.02
C  -0.66243  -2.97506  -0.34938  -0.17
C  -1.45053  -4.09756  -0.16125  0.08
C  0.67781  -2.90448  -0.93905  -0.18
C  1.24843  -3.90757  -1.70772  0.02
C  2.52785  -3.74685  -2.20191  -0.02
C  3.22000  -2.57718  -1.91381  -0.03
C  2.59429  -1.60872  -1.15727  -0.11
N  1.35760  -1.75385  -0.68542  -0.02
C  -2.43788  -0.25531  1.24474  -0.17
C  -3.60622  0.21170  1.83308  0.02
C  -3.67999  1.51910  2.26475  -0.03
C  -2.59003  2.36042  2.06832  -0.03
C  -1.46577  1.84704  1.45961  -0.10
N  -1.37144  0.57480  1.07448  -0.02
H  -3.98122  -2.66785  1.55359  0.12
H  -1.15617  -5.08457  -0.49322  0.13
H  0.67353  -4.79904  -1.91776  0.13
H  2.99012  -4.51643  -2.80476  0.12
H  4.22412  -2.40519  -2.27383  0.10
H  3.09041  -0.67790  -0.91849  0.09
H  -4.44358  -0.46355  1.94080  0.12
H  -4.57505  1.88964  2.74536  0.12
H  -2.61991  3.39576  2.37333  0.11
H  -0.59966  2.46463  1.26523  0.11
F  3.52642  -0.56707  -7.11624  0.12
C  2.68477  -0.32214  -6.10916  -0.15
C  1.36205  -0.72519  -6.17935  -0.14
F  0.93391  -1.38244  -7.26028  0.12
C  0.49638  -0.44942  -5.13778  -0.27
F  -0.76545  -0.86101  -5.25645  0.07
C  0.89524  0.22878  -3.98179  -0.57
Se  -0.34712  0.64903  -2.62059  0.57
C  2.23781  0.60211  -3.94767  -0.35
F  2.71913  1.26626  -2.87511  -0.06
C  3.12075  0.34166  -4.97811  -0.27
F  4.40313  0.73490  -4.89250  -0.03
Cl  9.03952  0.25730  2.99385  0.70
C  7.89780  1.03034  1.95514  -0.67
C  7.45598  2.31268  2.23808  -0.09
C  6.56554  2.92307  1.37429  -0.03
C  6.08243  2.28347  0.23669  -0.18
C  5.20360  3.04597  -0.73308  -0.29
C  3.98979  3.68885  -0.03593  -0.04
N  3.10707  2.67957  0.51106  -0.04
C  3.19896  2.08309  1.74601  -0.03
C  2.26364  1.09450  1.76046  -0.11
N  1.59552  1.10398  0.55491  -0.09
C  2.12698  2.06085  -0.17221  -0.14
O  5.99728  4.06174  -1.31656  -0.07
C  5.77402  4.22865  -2.70996  -0.14
C  4.46998  4.90770  -3.01377  -0.34
C  3.49954  4.41682  -3.83447  -0.89
Cl  3.51060  2.91745  -4.66602  0.92
S  2.14341  5.47616  -3.96885  1.02
C  2.88295  6.60028  -2.89851  -0.41
C  4.09813  6.17591  -2.47431  -0.15
C  6.53515  0.98801  -0.01083  -0.57
Cl  6.00793  0.09900  -1.39912  0.76
C  7.43823  0.36069  0.83552  -0.12
H  7.81817  2.82959  3.11586  0.11
H  6.25398  3.93976  1.58109  0.12
H  4.82831  2.37227  -1.50844  0.11
H  3.43701  4.28224  -0.76248  0.13
H  4.33502  4.34957  0.75763  0.13
H  3.91066  2.39973  2.48802  0.12
H  2.00953  0.40419  2.54545  0.11
H  1.80956  2.32890  -1.16877  0.11
H  5.81133  3.26238  -3.22102  0.11
H  6.60470  4.84035  -3.06372  0.14
H  2.37222  7.51826  -2.65573  0.07
H  4.72867  6.72204  -1.78622  0.12
H  7.78911  -0.63628  0.61025  0.11

Force components x, y, z for each atom (eV/Å):
0.535 0.706 -0.228
0.001 -0.154 -0.007
0.378 0.526 -0.145
-0.136 -0.038 0.084
-0.362 -0.605 0.110
0.107 0.380 -0.057
0.050 -0.553 -0.361
-0.025 -0.409 0.508
-0.506 0.123 0.041
0.152 0.219 -0.126
0.571 0.107 -0.199
-0.333 -0.085 0.140
0.263 0.247 0.001
-0.087 -0.223 -0.077
0.009 0.230 0.080
0.043 -0.570 -0.234
-0.008 0.681 0.191
0.059 -0.409 -0.105
0.194 0.306 0.007
-0.338 -0.173 0.064
0.257 0.109 -0.073
-0.670 -0.107 0.216
-0.027 -0.089 -0.027
-0.064 -0.041 0.042
0.028 -0.004 0.005
-0.057 -0.029 -0.007
0.001 -0.013 0.001
-0.029 0.044 -0.037
0.003 0.018 0.034
-0.029 -0.023 -0.037
0.047 0.008 -0.011
0.027 -0.035 0.007
0.023 -0.033 -0.007
0.008 0.051 0.084
-0.049 -0.016 -0.043
0.004 0.008 -0.021
0.082 0.037 0.211
-0.004 -0.046 -0.113
0.195 0.008 -0.057
-0.070 0.234 0.114
-0.409 -0.512 0.162
-0.130 -0.659 0.465
-0.077 -0.671 -0.021
0.408 -1.289 -0.174
0.041 -0.036 0.077
-0.159 0.048 -0.148
0.047 0.064 0.095
0.014 -0.018 -0.008
0.043 -0.095 -0.252
-0.136 -0.012 0.233
0.271 0.064 -0.259
-0.189 -0.069 0.121
-0.006 -0.234 0.063
0.082 0.294 0.066
0.011 -0.399 0.270
-0.090 0.179 -0.201
0.025 -0.028 0.132
-0.098 0.123 -0.260
0.083 -0.074 -0.061
-0.320 0.085 -0.137
0.253 2.924 -0.368
0.245 -0.073 0.138
-0.175 -0.003 -0.077
0.069 0.025 0.022
0.053 0.226 0.329
-0.110 -0.061 -0.227
0.021 -0.080 -0.025
0.021 -0.007 -0.014
0.036 -0.008 -0.009
-0.005 -0.034 0.022
-0.011 -0.009 0.053
-0.142 0.008 0.036
0.019 -0.009 -0.045
0.016 -0.009 -0.010
-0.018 -0.073 -0.004
0.073 0.005 0.011
0.004 -0.024 0.020
0.028 -0.002 0.031
-0.013 0.058 -0.034
-0.016 -0.004 0.018

A structure of composition C38H25BrF6N6O7S4Zr. Source: the Open Molecules 2025 dataset; level of theory: ωB97M-V/def2-TZVPD.

Results
**E**: -7131.46596 Eh
**HOMO level**: -7.10 eV
**LUMO level**: -0.6 eV
**Spin multiplicity**: 1

Last column: Löwdin charge in e.
Atoms and positions in Å:
Zr  -0.65285  -0.07090  -0.05181  1.85
Br  -7.64795  3.07720  0.22539  0.76
C  -5.81155  2.68810  0.11979  -0.70
C  -5.02935  3.39660  -0.79001  -0.04
C  -3.68005  3.13480  -0.87351  -0.25
C  -3.06965  2.12350  -0.07771  -0.29
O  -1.78625  1.86170  -0.22471  -0.31
C  -3.89885  1.44060  0.85029  -0.14
C  -3.32495  0.53690  1.79909  -0.01
N  -2.10165  0.14110  1.74459  -0.01
C  -1.49265  -0.25800  2.93779  -0.25
C  -1.95515  -1.16780  3.85549  0.00
C  -1.26325  -1.34960  5.06509  -0.06
C  -0.17935  -0.57510  5.38309  -0.02
C  0.31415  0.38090  4.46739  -0.16
C  1.40875  1.23180  4.71959  0.00
C  1.80945  2.10020  3.74159  -0.03
C  1.15235  2.09300  2.50269  -0.11
N  0.12975  1.31950  2.21879  0.09
C  -0.31585  0.50400  3.20579  -0.19
C  -5.26635  1.74780  0.94909  -0.08
H  -5.49155  4.14640  -1.41841  0.12
H  -3.38015  4.25560  -2.41211  0.13
H  -3.93935  0.28720  2.67429  0.15
H  -2.82775  -1.76490  3.63159  0.12
H  -1.61495  -2.10280  5.75579  0.11
H  0.33175  -0.70090  6.32609  0.11
H  1.90835  1.19200  5.67679  0.12
H  2.63565  2.77550  3.89689  0.11
H  1.47775  2.76080  1.71729  0.11
H  -5.87645  1.21240  1.66289  0.11
S  -1.90905  -2.92680  0.33649  0.72
C  -0.75525  -2.98820  -0.89011  -0.77
C  -0.49905  -4.16610  -1.63861  -0.09
C  0.43135  -4.14920  -2.63851  -0.06
C  1.13375  -2.96240  -2.91021  -0.08
C  0.84085  -1.84880  -2.16111  -0.18
N  -0.05695  -1.84790  -1.16631  -0.16
H  -1.06625  -5.04960  -1.39581  0.10
H  0.61985  -5.03250  -3.23151  0.11
H  1.87515  -2.91880  -3.69081  0.10
H  1.32845  -0.89190  -2.33911  0.12
F  -3.56755  -2.58600  -2.80721  0.15
C  -3.08525  -1.41170  -3.20631  -0.63
F  -3.54425  -1.17990  -4.43321  0.15
F  -1.74905  -1.52150  -3.27661  0.11
S  -3.35495  -0.01020  -1.97201  0.64
O  -2.52735  -0.51200  -0.87531  -0.52
O  -4.75695  0.06190  -1.72831  -0.21
N  -2.80695  1.22290  -2.71751  -0.34
S  -1.32895  1.79400  -2.35291  1.02
O  -2.85705  3.82170  -1.72541  0.00
O  -0.45235  0.63540  -2.01271  -0.59
C  -0.87625  1.80570  -4.25661  -0.66
F  -1.06635  0.63160  -4.85691  0.12
F  0.42675  2.12870  -4.41751  0.09
F  -1.57415  2.73640  -4.93201  0.10
O  0.16825  -1.49700  1.46209  -0.50
S  1.60885  -1.23310  1.38619  0.65
O  2.22445  -0.81620  2.62069  -0.24
N  1.62365  -0.15010  0.23129  -0.23
C  2.70715  0.63180  -0.05911  -0.26
C  4.03425  0.31610  0.17429  -0.02
C  5.05315  1.16380  -0.27881  -0.07
C  4.77195  2.31990  -0.95771  -0.04
C  3.43445  2.71990  -1.14251  -0.15
C  3.05425  3.94050  -1.73771  0.00
C  1.73425  4.30380  -1.73131  -0.03
C  0.79375  3.45000  -1.12741  -0.15
N  1.09355  2.27130  -0.63701  0.07
C  2.39065  1.89210  -0.65621  -0.17
C  2.41085  -2.77190  0.92649  -0.25
C  3.04875  -2.91040  -0.29131  -0.08
C  3.70375  -4.09680  -0.58811  -0.06
C  3.73375  -5.11950  0.34539  -0.07
C  3.11015  -4.96380  1.57439  -0.06
C  2.43725  -3.78820  1.86549  -0.04
H  4.27725  -0.58510  0.71799  0.11
H  6.08065  0.88350  -0.09761  0.11
H  5.55985  2.96100  -1.32301  0.11
H  3.81885  4.57500  -2.16141  0.12
H  1.40775  5.23950  -2.15551  0.11
H  -0.23895  3.75690  -1.03051  0.09
H  3.03235  -2.09660  -0.99891  0.10
H  4.19395  -4.21240  -1.54311  0.11
H  4.24945  -6.03870  0.11399  0.11
H  3.15545  -5.75390  2.30549  0.11
H  1.94165  -3.64370  2.81039  0.12

Force components x, y, z for each atom (eV/Å):
0.095 1.273 2.313
-0.282 0.050 0.002
0.036 -0.059 0.119
0.234 -0.183 0.151
-0.048 0.060 0.351
-0.630 0.316 0.613
0.060 -0.053 0.473
0.015 0.478 -0.717
0.410 -0.002 0.174
-0.692 -0.412 -0.173
0.122 -0.037 1.370
0.083 0.321 -0.700
0.283 0.165 0.267
-0.141 -0.251 -0.022
-0.274 0.157 -0.411
-0.078 0.092 -0.234
-0.060 -0.090 0.295
-0.134 0.107 -0.177
0.057 -0.088 0.120
-0.299 -0.133 0.787
0.151 -0.102 -0.098
0.069 0.035 -0.054
-0.009 -0.064 0.137
0.269 0.183 -0.056
-0.059 -0.033 -0.052
-0.002 0.000 0.066
0.020 -0.019 0.111
0.077 -0.024 0.067
0.075 0.068 0.000
0.070 -0.025 -0.064
-0.053 0.018 0.018
-0.242 -0.097 0.274
0.057 -0.015 0.102
0.252 0.151 -0.142
-0.081 0.150 0.125
-0.183 0.372 0.136
0.422 -0.121 -0.641
-0.199 -1.395 -0.664
-0.068 -0.065 0.026
0.022 -0.110 -0.002
0.059 0.081 -0.091
0.002 -0.245 -0.077
-0.180 0.356 0.251
0.565 -0.232 0.101
-0.178 0.410 0.315
-0.229 -0.133 -0.342
-1.396 -0.835 -2.071
-0.885 -0.026 -0.357
0.024 -0.165 0.027
0.054 -0.173 0.433
-0.070 1.221 -3.890
-0.277 0.368 0.152
1.028 -1.126 -0.118
0.332 0.003 0.032
-0.057 0.117 0.181
-0.114 -0.065 0.380
-0.161 -0.103 0.405
0.180 -0.129 0.178
1.440 -0.075 0.538
0.175 -0.370 -0.449
-0.344 -1.041 0.362
0.858 0.582 -0.262
-0.661 -0.016 0.000
0.121 0.321 -0.199
0.194 -0.146 0.089
-0.432 -0.262 0.199
-0.303 0.010 0.041
0.401 -0.017 -0.009
-0.044 0.028 0.220
-0.028 0.195 0.063
0.571 -0.009 0.032
-0.120 0.544 -0.143
0.003 0.144 -0.059
-0.027 0.059 0.093
0.019 0.065 -0.109
-0.116 0.165 0.005
-0.013 -0.094 0.130
0.091 -0.075 -0.046
0.073 -0.008 0.011
0.128 0.027 -0.034
0.031 0.122 -0.057
-0.041 0.101 -0.036
-0.052 0.075 0.007
0.069 0.009 -0.035
0.029 -0.010 -0.076
0.059 -0.102 0.001
-0.059 -0.111 0.107
-0.065 -0.053 0.218

The evaluated relative energy (zero: lowest compared OMol25 entry of this formula, charge and spin) for the records listed, in turn: 0.0, 70.3 kcal/mol.